No. 1
{
  "formula": "C4H9NO2",
  "method": "ωB97M-V/def2-TZVPD",
  "de_lowest_kj_mol": 79.7,
  "smiles": "C[C@@H](CO)NC=O",
  "homo_lumo_gap_ev": 10.64,
  "e_tot_ha": -363.05519,
  "elements": ["C", "C", "C", "O", "N", "C", "O", "H", "H", "H", "H", "H", "H", "H", "H", "H"],
  "positions_angstrom": [[-0.07714, -0.72419, -1.70673], [0.35328, -0.43187, -0.26938], [0.94122, 0.98296, -0.17795], [1.66893, 1.23231, 0.98839], [-0.82031, -0.65305, 0.59013], [-1.21067, -0.01363, 1.71548], [-0.68185, 0.93975, 2.26841], [-0.61840, -1.67500, -1.78308], [0.79590, -0.78776, -2.36407], [-0.73977, 0.06803, -2.07588], [1.14835, -1.12893, 0.03076], [1.63814, 1.08994, -1.01986], [0.12685, 1.71060, -0.33064], [1.00019, 1.29281, 1.69669], [-1.39056, -1.44334, 0.31472], [-2.13417, -0.45862, 2.12301]],
  "mulliken_charge": [-1.404, 0.541, -0.735, -0.564, -0.144, -0.001, -0.649, 0.407, 0.362, 0.341, 0.114, 0.375, 0.358, 0.432, 0.234, 0.334]
}

---

No. 2
{
  "formula": "C19H45N8O4Si",
  "method": "ωB97M-V/def2-TZVPD",
  "total_charge": 1,
  "homo_lumo_gap_ev": 7.73,
  "e_tot_ha": -1779.20510,
  "elements": ["C", "N", "C", "C", "N", "N", "C", "N", "Si", "C", "C", "C", "H", "H", "H", "H", "H", "H", "H", "H", "H", "H", "H", "H", "H", "H", "H", "H", "H", "C", "O", "N", "C", "C", "H", "H", "H", "H", "H", "H", "H", "C", "O", "N", "C", "C", "H", "H", "H", "H", "H", "H", "H", "C", "O", "N", "C", "C", "H", "H", "H", "H", "H", "H", "H", "C", "O", "N", "C", "C", "H", "H", "H", "H", "H", "H", "H"],
  "positions_angstrom": [[-3.52000, 5.21717, -0.97171], [-4.45893, 4.05534, -0.89692], [-3.83759, 2.79270, -1.38470], [-2.59922, 2.30060, -0.53152], [-2.47060, 2.04082, 0.85353], [-1.23049, 1.64469, 1.15695], [-0.36919, 1.57749, 0.00315], [-1.25129, 1.99802, -1.03532], [-0.64573, 2.15257, -2.75921], [1.07934, 1.38150, -3.01948], [-0.43336, 4.06438, -3.02510], [-1.85947, 1.45434, -4.05484], [-4.10804, 6.12171, -0.57191], [-3.17415, 5.44217, -2.03728], [-2.62936, 5.09733, -0.27278], [-5.18655, 4.27093, -1.60544], [-4.65766, 1.98672, -1.32361], [-3.61269, 2.91212, -2.50206], [-0.91386, 1.42946, 2.11915], [0.72253, 1.28789, -0.02475], [1.00485, 0.41411, -3.63406], [1.69819, 2.14562, -3.60756], [1.62821, 1.21939, -2.02493], [-1.48394, 4.49148, -3.13005], [0.24789, 4.26833, -3.90785], [-0.00138, 4.44913, -2.02927], [-2.32039, 0.44755, -3.79871], [-2.67011, 2.21561, -4.35220], [-1.24184, 1.28217, -5.01313], [2.69110, -2.07801, -2.04826], [2.21298, -1.96753, -3.16236], [1.99458, -2.39667, -0.92135], [2.63497, -2.50964, 0.37260], [0.56726, -2.63079, -1.01914], [3.76523, -1.92201, -1.86251], [2.48673, -3.52189, 0.75617], [2.18276, -1.78873, 1.05926], [3.70372, -2.30870, 0.29701], [0.38698, -3.45596, -1.71012], [0.08187, -1.73140, -1.41207], [0.15233, -2.87464, -0.04233], [5.58097, 0.58544, -1.55376], [4.39822, 0.69736, -1.27882], [6.54182, 0.10461, -0.71884], [7.93024, 0.00311, -1.12321], [6.16716, -0.31919, 0.61634], [5.97473, 0.87813, -2.53994], [8.24456, -1.04142, -1.05989], [8.54226, 0.61027, -0.45186], [8.06544, 0.35547, -2.14650], [5.42613, -1.11785, 0.54473], [5.72181, 0.52440, 1.14920], [7.03995, -0.67758, 1.16227], [-1.88924, 1.42055, 4.66736], [-0.80766, 0.85548, 4.67334], [-2.40030, 2.15696, 5.68718], [-3.69752, 2.79782, 5.59782], [-1.62389, 2.30696, 6.90432], [-2.56029, 1.37095, 3.79315], [-3.57142, 3.87612, 5.72090], [-4.34088, 2.41208, 6.39209], [-4.16489, 2.60055, 4.63198], [-0.66691, 2.77590, 6.66420], [-1.43225, 1.32016, 7.33173], [-2.16161, 2.92091, 7.62681], [-0.75408, -5.96497, -0.39722], [-0.05692, -5.21043, 0.25732], [-1.94513, -6.48401, 0.00722], [-2.71847, -7.37799, -0.83131], [-2.45660, -6.13199, 1.31805], [-0.45936, -6.29620, -1.40603], [-3.69749, -6.93112, -1.02124], [-2.84634, -8.33139, -0.31302], [-2.21515, -7.55350, -1.78295], [-2.58262, -5.04809, 1.37521], [-1.73642, -6.44086, 2.07929], [-3.41349, -6.62203, 1.49881]],
  "mulliken_charge": [-0.683, -0.454, -0.188, 0.032, -0.474, 0.388, -0.267, 0.385, 0.193, -0.602, -0.757, -1.038, 0.300, 0.242, 0.266, 0.289, 0.311, 0.120, 0.234, 0.443, 0.270, 0.330, -0.106, 0.073, 0.408, 0.271, 0.332, 0.339, 0.348, 0.032, -0.608, 0.282, -0.675, -0.913, 0.280, 0.324, 0.321, -0.073, 0.230, 0.130, 0.489, 0.074, -0.579, 0.153, -0.921, -0.525, 0.330, 0.341, 0.337, 0.290, -0.030, 0.290, 0.399, 0.181, -0.654, 0.090, -0.909, -0.918, 0.235, 0.345, 0.338, 0.306, 0.300, 0.300, 0.375, 0.121, -0.625, 0.116, -0.917, -0.926, 0.331, 0.343, 0.338, 0.294, 0.276, 0.294, 0.380]
}

---

No. 3
{
  "formula": "C20H31N5O4",
  "method": "ωB97M-V/def2-TZVPD",
  "de_lowest_kj_mol": 5.4,
  "smiles": "CN(C[C@@H](O)CNC(=O)c1cnn(CC2CCC2)c1)C(=O)C[C@H]1CCCC(=O)N1",
  "homo_lumo_gap_ev": 9.91,
  "e_tot_ha": -1355.48296,
  "elements": ["C", "N", "C", "C", "O", "C", "N", "C", "O", "C", "C", "N", "N", "C", "C", "C", "C", "C", "C", "C", "O", "C", "C", "C", "C", "C", "C", "O", "N", "H", "H", "H", "H", "H", "H", "H", "H", "H", "H", "H", "H", "H", "H", "H", "H", "H", "H", "H", "H", "H", "H", "H", "H", "H", "H", "H", "H", "H", "H", "H"],
  "positions_angstrom": [[-1.75972, 2.39620, -0.05362], [-0.77976, 2.04324, -1.07467], [0.18386, 1.00133, -0.73136], [1.55271, 1.56602, -0.35966], [1.43959, 2.61665, 0.59042], [2.45363, 0.50867, 0.26047], [1.93264, -0.00019, 1.50892], [1.24706, -1.17386, 1.57720], [1.08094, -1.89188, 0.60148], [0.70778, -1.52562, 2.90298], [0.79118, -0.88269, 4.15580], [0.13757, -1.55327, 5.08632], [-0.37580, -2.62374, 4.45342], [-1.11153, -3.61635, 5.22314], [-2.19087, -4.31563, 4.42807], [-1.82258, -5.44707, 3.43565], [-3.04483, -6.23832, 3.94791], [-3.04208, -5.34327, 5.20576], [-0.05255, -2.64883, 3.15173], [-1.03143, 2.44794, -2.35449], [-1.97197, 3.17817, -2.62110], [-0.09954, 1.94993, -3.44598], [-0.10130, 2.87972, -4.66283], [0.52971, 4.23441, -4.35754], [2.04708, 4.13312, -4.28378], [2.59342, 3.66546, -5.62703], [1.86697, 2.47159, -6.21250], [2.37397, 1.77123, -7.07020], [0.59708, 2.24297, -5.77497], [-2.17441, 3.37525, -0.27504], [-2.58081, 1.67446, -0.02729], [-1.27213, 2.40788, 0.91936], [-0.22293, 0.45111, 0.11654], [0.29435, 0.27858, -1.53993], [2.05139, 1.94408, -1.26179], [0.84799, 3.28490, 0.22603], [2.56204, -0.33383, -0.42102], [3.43816, 0.94382, 0.43399], [1.91466, 0.62416, 2.29659], [1.29388, 0.03360, 4.42549], [-0.40681, -4.35074, 5.62436], [-1.54523, -3.07887, 6.06586], [-2.83266, -3.57476, 3.94449], [-1.78649, -5.20866, 2.37362], [-0.88410, -5.92605, 3.72415], [-3.92385, -6.05485, 3.33022], [-2.93176, -7.31113, 4.08890], [-2.46065, -5.79592, 6.01205], [-3.99773, -5.00826, 5.60499], [-0.36347, -3.43091, 2.48236], [0.91890, 1.81518, -3.08422], [-0.44982, 0.95812, -3.75066], [-1.13783, 3.04015, -4.95709], [0.25593, 4.93664, -5.14937], [0.10079, 4.61940, -3.43222], [2.48162, 5.09775, -4.01799], [2.34582, 3.43506, -3.49594], [2.49645, 4.46595, -6.36657], [3.64994, 3.40540, -5.58547], [0.16751, 1.43654, -6.20391]],
  "mulliken_charge": [-1.174, 0.295, -1.224, 1.310, -0.637, -1.312, -0.039, 0.382, -0.703, 0.194, -0.363, -1.248, 1.002, -0.772, 0.346, -0.771, -0.559, -0.817, -0.566, 0.680, -0.689, -0.631, -0.036, -0.905, -0.212, -0.458, 0.262, -0.683, -0.141, 0.347, 0.315, 0.408, 0.473, 0.249, -0.243, 0.394, 0.441, 0.393, 0.230, 0.452, 0.284, 0.297, 0.266, 0.400, 0.290, 0.251, 0.330, 0.299, 0.328, 0.553, 0.028, 0.374, 0.371, 0.385, 0.421, 0.325, -0.059, 0.245, 0.362, 0.262]
}

---

No. 4
{
  "formula": "C3H8N5S",
  "method": "ωB97M-V/def2-TZVPD",
  "total_charge": 1,
  "de_lowest_kj_mol": 288.7,
  "homo_lumo_gap_ev": 6.35,
  "e_tot_ha": -790.70740,
  "elements": ["C", "C", "C", "N", "N", "N", "N", "N", "S", "H", "H", "H", "H", "H", "H", "H", "H"],
  "positions_angstrom": [[1.09630, -0.15392, 0.41786], [0.51414, 1.03637, -0.01009], [0.51313, -1.33500, -0.07970], [-0.60823, -1.36071, -0.79484], [-0.61186, 0.93349, -0.80620], [0.93994, 2.24913, 0.31072], [1.04294, -2.48996, 0.15625], [-1.31616, -0.26539, -0.95993], [-3.02533, 0.35640, 0.59726], [1.94084, -0.26975, 1.06289], [-1.18887, 1.73640, -0.81458], [1.79171, 2.47196, 0.77759], [0.50906, 3.06136, -0.17007], [2.06345, -2.57819, 0.47907], [0.37670, -3.28769, -0.04595], [-1.95450, -0.16592, -1.81607], [-3.79972, -0.33069, 1.47365]],
  "mulliken_charge": [-0.381, 0.303, 0.641, -0.750, -0.159, -0.381, -0.383, 0.203, -0.250, 0.332, 0.268, 0.233, 0.226, 0.270, 0.304, 0.361, 0.164]
}

---

No. 5
{
  "formula": "C3H4NO",
  "method": "ωB97M-V/def2-TZVPD",
  "total_charge": 1,
  "de_lowest_kj_mol": 98.4,
  "homo_lumo_gap_ev": 9.98,
  "e_tot_ha": -246.35462,
  "elements": ["C", "C", "C", "N", "O", "H", "H", "H", "H"],
  "positions_angstrom": [[0.23025, -1.00694, -0.01989], [-1.31351, 0.48448, 0.00676], [0.87329, 0.30725, -0.01649], [-0.17951, 1.23521, -0.01011], [-1.03431, -0.84000, 0.00368], [0.64163, -2.00778, -0.02686], [-2.32513, 0.84284, 0.02074], [1.51665, 0.46620, 0.87039], [1.59064, 0.51874, -0.82824]],
  "mulliken_charge": [0.281, 0.032, -0.354, -0.270, -0.139, 0.409, 0.372, 0.327, 0.342]
}

---

No. 6
{
  "formula": "C48H56IN7Si",
  "method": "ωB97M-V/def2-TZVPD",
  "smiles": "C[C@H](I)C[Si@H](C)CCCc1ccccc1.c1ccncc1.c1ccncc1.c1ccncc1.c1ccncc1.c1ccncc1.c1ccncc1.c1ccncc1",
  "homo_lumo_gap_ev": 9.11,
  "e_tot_ha": -2833.03850,
  "elements": ["C", "C", "I", "C", "Si", "C", "C", "C", "C", "C", "C", "C", "C", "C", "C", "H", "H", "H", "H", "H", "H", "H", "H", "H", "H", "H", "H", "H", "H", "H", "H", "H", "H", "H", "H", "H", "C", "C", "C", "N", "C", "C", "H", "H", "H", "H", "H", "C", "C", "C", "N", "C", "C", "H", "H", "H", "H", "H", "C", "C", "C", "N", "C", "C", "H", "H", "H", "H", "H", "C", "C", "C", "N", "C", "C", "H", "H", "H", "H", "H", "C", "C", "C", "N", "C", "C", "H", "H", "H", "H", "H", "C", "C", "C", "N", "C", "C", "H", "H", "H", "H", "H", "C", "C", "C", "N", "C", "C", "H", "H", "H", "H", "H"],
  "positions_angstrom": [[-2.91208, -3.37619, -7.43620], [-1.77184, -4.20353, -8.13673], [-1.50325, -6.02548, -6.97144], [-0.39651, -3.43093, -8.31397], [-0.09723, -2.05248, -7.02395], [-0.80269, -0.37399, -7.63518], [1.71809, -1.92930, -6.42643], [1.82343, -0.55989, -5.60768], [2.58666, -0.69523, -4.22679], [1.67820, -0.19649, -3.04641], [1.52316, -0.98940, -1.81931], [0.64136, -0.51355, -0.77047], [-0.12259, 0.71889, -0.84219], [0.05764, 1.53452, -2.03915], [0.93673, 1.06079, -3.09032], [-3.06898, -2.35762, -7.88113], [-2.82491, -3.34535, -6.31782], [-3.87344, -3.93647, -7.62930], [-2.17422, -4.49266, -9.14538], [0.45290, -4.17078, -8.30772], [-0.43858, -2.96136, -9.34115], [-0.87266, -2.43181, -5.81828], [-1.65359, -0.11300, -6.96021], [-1.06295, -0.36972, -8.72110], [-0.01954, 0.41716, -7.47629], [2.44115, -1.90045, -7.29260], [2.01177, -2.82099, -5.81370], [2.23960, 0.26610, -6.23236], [0.76802, -0.25030, -5.35226], [2.99881, -1.71518, -4.02667], [3.43707, 0.04634, -4.25540], [2.09855, -1.93555, -1.74942], [0.53676, -1.16446, 0.12975], [-0.81595, 1.07291, -0.04730], [-0.48431, 2.49319, -2.19130], [1.05778, 1.67171, -4.02225], [-4.04715, -8.54290, -2.66318], [-3.41938, -8.26188, -3.86582], [-2.20649, -7.59208, -3.83072], [-1.60662, -7.19690, -2.70405], [-2.23150, -7.47725, -1.55635], [-3.44393, -8.14483, -1.48073], [-4.99618, -9.06607, -2.64730], [-3.85991, -8.55552, -4.80986], [-1.67534, -7.35194, -4.74702], [-1.72234, -7.14256, -0.65856], [-3.90355, -8.34689, -0.52203], [3.17616, 0.95189, 4.18678], [2.82777, 1.47038, 2.95067], [2.22639, 0.62477, 2.03093], [1.96527, -0.66906, 2.26682], [2.31305, -1.14560, 3.46718], [2.91498, -0.38277, 4.45599], [3.64681, 1.58172, 4.93321], [3.01741, 2.50705, 2.70672], [1.93226, 0.98539, 1.05114], [2.09208, -2.19595, 3.62917], [3.17330, -0.82183, 5.41123], [5.80505, -3.32230, 5.72142], [5.45787, -2.79885, 4.48651], [4.85606, -3.64031, 3.56340], [4.59380, -4.93093, 3.79413], [4.93934, -5.41381, 4.99190], [5.54149, -4.65733, 5.98461], [6.27616, -2.69690, 6.47092], [5.64883, -1.76151, 4.24483], [4.56270, -3.27660, 2.58423], [4.71630, -6.46396, 5.14930], [5.79777, -5.10138, 6.93770], [3.76046, 7.50133, 3.25158], [4.75742, 6.53850, 3.26851], [4.38296, 5.20998, 3.38897], [3.11377, 4.80040, 3.49403], [2.16928, 5.74780, 3.47676], [2.43775, 7.10223, 3.35678], [4.01198, 8.55132, 3.15750], [5.80150, 6.81206, 3.18952], [5.12729, 4.42001, 3.40361], [1.14936, 5.38663, 3.56605], [1.63219, 7.82459, 3.34663], [-3.43766, 4.19607, 6.04161], [-3.36339, 3.83800, 4.70536], [-2.40131, 4.44751, 3.91612], [-1.54023, 5.36617, 4.36757], [-1.63259, 5.69674, 5.66035], [-2.55560, 5.14437, 6.53445], [-4.17343, 3.74155, 6.69062], [-4.03633, 3.10170, 4.28509], [-2.30200, 4.19754, 2.86484], [-0.92292, 6.44518, 5.99841], [-2.58302, 5.44838, 7.57269], [-3.44078, -1.44954, 7.43922], [-4.35971, -0.77713, 8.22925], [-4.44127, 0.60105, 8.11065], [-3.68147, 1.32313, 7.27975], [-2.80127, 0.65248, 6.52924], [-2.64333, -0.72381, 6.56903], [-3.34704, -2.52735, 7.50127], [-4.99886, -1.30971, 8.92125], [-5.14740, 1.17096, 8.70564], [-2.19729, 1.26446, 5.86652], [-1.91505, -1.21373, 5.93611], [-3.28710, 5.65236, -5.16017], [-2.33516, 4.64731, -5.21799], [-1.59124, 4.38382, -4.07877], [-1.73485, 5.04488, -2.92632], [-2.65783, 6.01109, -2.89458], [-3.45611, 6.35120, -3.97538], [-3.89059, 5.88872, -6.02870], [-2.17355, 4.08036, -6.12555], [-0.83602, 3.60482, -4.07359], [-2.75053, 6.53162, -1.94717], [-4.18980, 7.14222, -3.89180]],
  "mulliken_charge": [-1.292, -0.238, 0.112, -0.778, 0.360, -1.155, -0.864, -0.281, -0.893, 0.605, -0.668, -0.312, -0.720, -0.010, -0.146, 0.283, 0.382, 0.420, 0.384, 0.376, 0.355, -0.174, 0.302, 0.388, 0.382, 0.401, 0.389, 0.389, 0.092, 0.365, 0.267, 0.308, 0.268, 0.388, 0.139, 0.275, -0.249, -0.263, -0.059, -0.529, -0.198, -0.336, 0.358, 0.346, 0.103, 0.355, 0.353, -0.105, -0.430, -0.312, -0.165, -0.614, -0.702, 0.450, 0.415, 0.394, 0.561, 0.512, -0.282, -0.303, -0.305, -0.586, -0.193, -0.343, 0.378, 0.445, 0.485, 0.356, 0.353, -0.225, -0.610, -0.061, -0.247, -0.268, -0.573, 0.363, 0.359, 0.337, 0.526, 0.387, -0.003, -0.468, -0.262, -0.444, -0.130, -0.525, 0.331, 0.408, 0.407, 0.339, 0.357, -0.142, -0.524, -0.165, -0.186, -0.169, -0.682, 0.370, 0.353, 0.348, 0.393, 0.400, -0.258, -0.557, 0.282, -0.461, -0.227, -0.369, 0.365, 0.368, 0.150, 0.368, 0.353]
}